1.
Here is an isolated molecule of C6H13N in a non-equilibrium geometry from the Open Molecules 2025 dataset. Energies are from ωB97M-V/def2-TZVPD.

SMILES: CCC(=CN)CC
HOMO energy in eV: -7.37
F_max in eV/Å: 1.54
Energy above the lowest of the compared OMol25 structures with the same formula, charge and spin in eV: 1.028

The geometry in ORCA input format:
```
! wB97M-V def2-TZVPD RIJCOSX def2/J DEFGRID3
* xyz 0 1
C -0.4173 -2.1941 -0.2892
C -0.2773 -0.9153 0.5087
C 0.1013 0.3188 -0.3093
C -0.7630 0.6772 -1.2844
N -1.9944 0.1357 -1.5228
C 0.8228 1.4523 0.3762
C 1.9301 1.1263 1.3729
H -1.2977 -2.2702 -0.9263
H -0.3141 -3.1222 0.2634
H 0.3721 -2.1819 -1.0545
H 0.4783 -1.0747 1.2782
H -1.1513 -0.6119 1.1115
H -0.4894 1.5088 -1.9181
H -2.3247 -0.5139 -0.8331
H -2.6622 0.3952 -2.2201
H 0.1226 2.1089 0.9203
H 1.1864 2.1595 -0.3918
H 2.8365 0.7331 0.9073
H 2.2183 1.9645 1.9939
H 1.6229 0.3037 2.0170
*
```

Now the Löwdin charges, all in e:
1 C -0.116
2 C -0.238
3 C -0.268
4 C -0.189
5 N 0.080
6 C -0.242
7 C -0.113
8 H 0.053
9 H 0.066
10 H 0.084
11 H 0.085
12 H 0.119
13 H 0.113
14 H 0.068
15 H 0.089
16 H 0.109
17 H 0.109
18 H 0.074
19 H 0.065
20 H 0.051

---

2.
Here is a cluster of 9 separate species, C44H113N7O2 in total in a non-equilibrium geometry from the Open Molecules 2025 dataset. Energies are from ωB97M-V/def2-TZVPD.

SMILES: CCN(CC)CC.CCN(CC)CC.CCN(CC)CC.CCN(CC)CC.CCN(CC)CC.CCN(CC)CC.CCN(CC)CC.CO.CO
HOMO energy in eV: -7.78
F_max in eV/Å: 3.56
Energy above the lowest of the compared OMol25 structures with the same formula, charge and spin in eV: 2.648

The geometry in ORCA input format:
```
! wB97M-V def2-TZVPD RIJCOSX def2/J DEFGRID3
* xyz 0 1
C -15.7358 -16.3389 7.0632
C -16.9004 -16.1809 8.0825
N -16.4989 -16.3606 9.4968
C -16.3817 -17.8125 9.7568
C -15.3984 -18.2669 10.8230
C -17.3629 -15.6295 10.4762
C -17.0949 -14.1306 10.5022
H -16.1860 -16.2341 6.0459
H -15.1502 -17.2484 7.1775
H -15.0427 -15.4921 7.0727
H -17.3898 -15.2128 7.9129
H -17.6753 -16.9394 7.9480
H -17.4015 -18.2121 10.0718
H -16.1577 -18.3931 8.8946
H -14.3831 -17.8880 10.6325
H -15.6465 -17.8709 11.8302
H -15.2943 -19.3435 10.7870
H -17.1829 -16.0964 11.4491
H -18.4356 -15.7492 10.2230
H -17.5638 -13.5671 9.6633
H -15.9707 -14.0296 10.4459
H -17.4274 -13.6431 11.4060
C -5.5953 -16.5207 5.9074
C -6.7882 -17.3232 6.4583
N -6.5023 -18.6485 6.9355
C -6.2032 -19.5514 5.8461
C -7.2615 -19.5930 4.6672
C -7.4343 -19.1354 7.9527
C -6.8951 -20.4090 8.6884
H -5.0625 -16.9904 5.0926
H -4.8736 -16.4158 6.7358
H -5.8269 -15.5336 5.4790
H -7.1725 -16.7228 7.3350
H -7.5561 -17.3704 5.6542
H -5.3137 -19.1397 5.4236
H -5.9663 -20.5187 6.2140
H -6.9958 -20.5372 4.1510
H -8.3102 -19.6303 5.0800
H -7.2119 -18.8878 3.8709
H -8.3849 -19.3032 7.5268
H -7.5319 -18.3270 8.7301
H -7.7588 -20.7438 9.3033
H -6.0517 -20.2580 9.3567
H -6.5528 -21.1891 7.9396
C -10.1947 -13.2627 12.2435
C -10.3558 -14.3668 13.3514
N -10.7778 -15.7167 12.9111
C -12.0872 -15.7441 12.3515
C -13.2747 -15.5182 13.2556
C -10.4923 -16.8249 13.8853
C -10.9573 -18.1675 13.4713
H -11.0346 -13.2233 11.6049
H -9.3921 -13.5093 11.5803
H -9.9429 -12.3051 12.6491
H -9.3741 -14.5315 13.7480
H -10.8802 -13.9803 14.2910
H -12.0982 -15.0184 11.5538
H -12.2487 -16.6843 11.7631
H -13.7369 -16.3927 13.7113
H -12.9583 -14.8506 14.0335
H -13.9946 -15.0040 12.6896
H -11.0233 -16.6365 14.8573
H -9.4497 -16.6714 14.0510
H -10.6935 -18.4085 12.4264
H -12.0300 -18.2032 13.5436
H -10.6691 -19.0136 14.0677
C -7.1768 -18.7761 11.9735
C -7.1248 -20.0698 12.7399
N -5.8010 -20.2998 13.3211
C -4.6873 -20.7415 12.4666
C -4.8480 -21.9447 11.5016
C -5.9083 -21.1242 14.5165
C -5.7795 -20.1997 15.8007
H -7.7897 -18.8263 11.0446
H -6.2205 -18.4828 11.5566
H -7.4729 -17.8216 12.4661
H -7.8246 -20.0417 13.5311
H -7.3104 -20.8107 11.9609
H -3.7865 -20.9006 13.0810
H -4.4248 -19.9178 11.8384
H -4.9576 -22.8560 12.1999
H -3.9302 -21.9260 10.9164
H -5.7772 -21.8289 10.8264
H -6.8394 -21.7086 14.5291
H -5.1120 -21.8354 14.5398
H -5.6616 -20.8299 16.6845
H -4.8430 -19.6126 15.7568
H -6.6630 -19.5314 15.8588
C -13.2058 -27.1776 13.3641
C -14.2982 -26.2159 13.0217
N -14.1343 -24.8652 13.5923
C -14.5041 -24.9139 15.0210
C -13.9781 -23.6735 15.7098
C -14.8019 -23.8448 12.8188
C -14.1254 -23.5927 11.4463
H -12.4437 -27.1574 12.5890
H -13.7012 -28.1766 13.4872
H -12.5855 -26.9029 14.1854
H -14.4287 -26.1836 11.9333
H -15.2511 -26.5914 13.4099
H -15.5880 -24.9782 15.1480
H -14.0981 -25.7658 15.5026
H -14.3268 -22.7584 15.2316
H -14.3485 -23.5091 16.7394
H -12.9141 -23.6861 15.7167
H -14.7236 -22.9002 13.3423
H -15.8430 -24.0170 12.6479
H -14.8381 -23.1243 10.7715
H -13.6878 -24.4118 10.7977
H -13.2545 -22.9439 11.5056
C -9.8343 -22.5475 13.7045
C -10.3858 -23.8711 13.2497
N -9.9633 -24.1500 11.8838
C -10.6186 -25.4121 11.3552
C -10.0484 -26.6438 11.9870
C -8.5512 -24.1637 11.6503
C -8.1739 -24.3398 10.1902
H -10.0744 -21.6957 13.0637
H -8.7074 -22.6263 13.6405
H -9.9768 -22.4095 14.7624
H -10.1699 -24.6708 14.0673
H -11.5030 -23.8358 13.2096
H -11.5874 -25.3900 11.7942
H -10.7473 -25.4740 10.2484
H -10.0448 -26.5210 13.0768
H -10.6074 -27.5439 11.6910
H -9.0055 -26.8846 11.5888
H -7.9307 -24.8241 12.2717
H -8.1451 -23.2356 12.0057
H -8.5873 -25.2787 9.8160
H -7.0796 -24.4311 10.1099
H -8.5273 -23.6223 9.4512
C -11.4234 -16.0753 7.1709
C -10.5172 -16.7755 6.1043
N -11.3101 -17.1766 4.9380
C -10.6278 -17.9022 3.8858
C -9.7142 -17.0853 3.0327
C -12.5632 -17.7527 5.2914
C -12.5061 -18.9871 6.1956
H -10.8456 -15.7363 7.9907
H -12.1663 -16.7626 7.5848
H -11.9624 -15.2428 6.7140
H -9.7541 -15.9795 5.8495
H -9.9565 -17.6994 6.3745
H -10.0121 -18.7040 4.2241
H -11.3552 -18.3490 3.2018
H -9.0607 -17.6494 2.3837
H -10.2333 -16.2973 2.4851
H -9.0863 -16.4707 3.6326
H -13.0977 -18.0563 4.3753
H -13.2420 -17.0577 5.7869
H -13.5050 -19.4425 6.4443
H -11.9834 -18.6490 7.1317
H -11.8771 -19.8129 5.7453
C -10.6830 -19.7169 9.9223
O -11.1713 -18.4175 9.5910
H -11.0944 -20.4722 9.2523
H -9.5854 -19.7600 9.9251
H -11.0452 -20.0199 11.0008
H -10.5289 -17.7389 9.8095
C -8.1911 -15.7582 9.9933
O -9.4759 -16.1918 10.3355
H -8.0815 -14.6218 10.1861
H -7.4018 -16.2094 10.6486
H -8.1307 -15.8499 8.9585
H -9.6401 -15.9914 11.2950
*
```

Atomic partial charges in e from the Löwdin method, atoms 1 to 99:
1 C -0.079
2 C -0.247
3 N -0.184
4 C -0.276
5 C -0.089
6 C -0.258
7 C -0.105
8 H 0.083
9 H 0.048
10 H 0.066
11 H 0.107
12 H 0.103
13 H 0.129
14 H 0.088
15 H 0.066
16 H 0.068
17 H 0.063
18 H 0.104
19 H 0.113
20 H 0.072
21 H 0.087
22 H 0.056
23 C -0.080
24 C -0.269
25 N -0.202
26 C -0.216
27 C -0.065
28 C -0.222
29 C -0.072
30 H 0.052
31 H 0.079
32 H 0.074
33 H 0.107
34 H 0.090
35 H 0.090
36 H 0.082
37 H 0.074
38 H 0.069
39 H 0.042
40 H 0.084
41 H 0.108
42 H 0.054
43 H 0.050
44 H 0.081
45 C -0.045
46 C -0.213
47 N -0.210
48 C -0.285
49 C -0.061
50 C -0.223
51 C -0.086
52 H 0.050
53 H 0.038
54 H 0.068
55 H 0.091
56 H 0.126
57 H 0.102
58 H 0.116
59 H 0.073
60 H 0.061
61 H 0.051
62 H 0.128
63 H 0.095
64 H 0.063
65 H 0.068
66 H 0.071
67 C -0.088
68 C -0.235
69 N -0.181
70 C -0.256
71 C -0.084
72 C -0.252
73 C -0.070
74 H 0.051
75 H 0.065
76 H 0.073
77 H 0.095
78 H 0.093
79 H 0.119
80 H 0.084
81 H 0.093
82 H 0.066
83 H 0.060
84 H 0.094
85 H 0.090
86 H 0.056
87 H 0.070
88 H 0.068
89 C -0.081
90 C -0.265
91 N -0.184
92 C -0.245
93 C -0.086
94 C -0.247
95 C -0.084
96 H 0.030
97 H 0.099
98 H 0.063
99 H 0.111